Record 1
Molecular formula: C56H77BN6O2P2SScSi
Method: DFT, ωB97M-V/def2-TZVPD

CARTESIAN COORDINATES (ANGSTROEM)
Sc1 0.350 1.380 -0.029
C1 -4.881 0.241 0.167
C2 -4.533 1.722 -0.004
C3 -5.808 2.536 0.222
C4 -4.055 1.928 -1.450
P1 -3.026 2.173 1.053
C5 -2.809 3.957 0.597
N1 -1.894 4.113 -0.512
B1 -0.708 3.358 -0.874
N2 -0.209 4.080 -2.025
C6 0.934 3.835 -2.859
P2 1.998 2.475 -2.181
C7 2.371 1.675 -3.860
C8 3.029 2.615 -4.872
C9 3.238 0.429 -3.702
C10 0.983 1.221 -4.373
C11 3.359 3.498 -1.293
C12 4.549 3.842 -2.183
C13 3.838 2.706 -0.061
C14 2.741 4.797 -0.744
C15 -1.026 5.163 -2.317
C16 -0.944 6.107 -3.327
C17 -1.915 7.099 -3.371
C18 -2.936 7.140 -2.427
C19 -3.020 6.193 -1.414
C20 -2.055 5.197 -1.371
C21 -3.514 2.352 2.866
C22 -2.241 2.833 3.572
C23 -4.641 3.333 3.191
C24 -3.863 0.958 3.399
H1 -5.606 -0.043 -0.597
H2 -5.331 0.036 1.136
H3 -4.006 -0.394 0.054
H4 -6.483 2.367 -0.619
H5 -5.641 3.608 0.286
H6 -6.330 2.219 1.120
H7 -4.835 1.590 -2.133
H8 -3.152 1.348 -1.656
H9 -3.842 2.970 -1.676
H10 -2.481 4.523 1.476
H11 -3.779 4.365 0.306
H12 1.527 4.747 -2.958
H13 0.614 3.588 -3.872
H14 4.059 2.831 -4.609
H15 2.496 3.557 -4.984
H16 3.037 2.124 -5.847
H17 4.293 0.679 -3.591
H18 3.146 -0.191 -4.596
H19 2.930 -0.177 -2.860
H20 0.490 1.974 -4.985
H21 0.301 0.943 -3.561
H22 1.111 0.335 -4.994
H23 5.030 2.947 -2.578
H24 5.293 4.387 -1.598
H25 4.257 4.474 -3.020
H26 4.625 1.991 -0.293
H27 3.030 2.144 0.424
H28 4.245 3.399 0.676
H29 2.564 5.553 -1.502
H30 3.448 5.226 -0.034
H31 1.802 4.624 -0.214
H32 -0.153 6.081 -4.062
H33 -1.875 7.848 -4.147
H34 -3.678 7.924 -2.480
H35 -3.817 6.251 -0.686
H36 -2.106 3.911 3.488
H37 -1.362 2.342 3.159
H38 -2.293 2.592 4.634
H39 -4.482 4.312 2.740
H40 -4.681 3.477 4.273
H41 -5.612 2.967 2.879
H42 -3.144 0.211 3.050
H43 -4.858 0.647 3.091
H44 -3.843 0.962 4.489
O1 1.706 -0.128 -0.321
Si1 2.510 -1.535 -0.493
C25 2.291 -2.696 0.987
C26 3.005 -2.456 2.167
C27 3.050 -3.391 3.187
C28 2.370 -4.594 3.052
C29 1.648 -4.849 1.899
C30 1.615 -3.910 0.877
C31 1.831 -2.399 -2.018
C32 2.587 -3.333 -2.730
C33 2.060 -4.004 -3.822
C34 0.765 -3.739 -4.241
C35 0.007 -2.794 -3.567
C36 0.533 -2.144 -2.462
C37 4.392 -1.534 -0.664
C38 5.081 -2.713 -0.356
C39 6.453 -2.816 -0.522
C40 7.181 -1.734 -0.994
C41 6.526 -0.555 -1.305
C42 5.152 -0.469 -1.141
H45 3.564 -1.535 2.276
H46 3.620 -3.189 4.084
H47 2.421 -5.336 3.836
H48 1.126 -5.790 1.786
H49 1.074 -4.135 -0.036
H50 3.609 -3.533 -2.439
H51 2.663 -4.726 -4.354
H52 0.349 -4.257 -5.092
H53 -0.993 -2.573 -3.916
H54 -0.060 -1.396 -1.945
H55 4.544 -3.570 0.027
H56 6.956 -3.740 -0.274
H57 8.252 -1.811 -1.117
H58 7.083 0.292 -1.680
H59 4.654 0.453 -1.402
N3 1.049 -0.121 2.656
C43 1.253 -0.191 3.976
C44 1.210 1.100 4.468
C45 0.987 1.894 3.344
N4 0.890 1.148 2.244
H60 1.148 -0.865 1.959
H61 1.428 -1.134 4.459
H62 1.339 1.419 5.483
H63 0.908 2.965 3.281
C46 -1.007 -4.451 4.468
C47 -2.188 -3.517 4.259
C48 -1.964 -2.494 3.153
N5 -1.872 -3.169 1.863
C49 -1.797 -2.552 0.698
S1 -1.620 -0.872 0.586
N6 -1.958 -3.265 -0.462
C50 -2.228 -4.607 -0.764
O2 -2.382 -4.907 -1.917
C51 -2.278 -5.620 0.334
C52 -3.450 -5.819 1.059
C53 -3.486 -6.786 2.052
C54 -2.360 -7.554 2.315
C55 -1.200 -7.368 1.576
C56 -1.157 -6.404 0.580
H64 -1.210 -5.160 5.268
H65 -0.113 -3.889 4.739
H66 -0.776 -5.026 3.574
H67 -2.390 -2.963 5.178
H68 -3.090 -4.095 4.039
H69 -1.050 -1.927 3.328
H70 -2.791 -1.776 3.109
H71 -2.045 -4.169 1.864
H72 -1.937 -2.682 -1.296
H73 -4.329 -5.227 0.840
H74 -4.397 -6.948 2.611
H75 -2.391 -8.306 3.090
H76 -0.332 -7.983 1.764
H77 -0.262 -6.263 -0.010

Summary:
E_LUMO   -2.3166 eV
E_tot   -131026.7780 eV
Charge   +1
Orbital gap   7.35 eV

Here are the Löwdin charges for atoms 1 to 99, given in e: 0.8865, -0.1150, -0.6791, -0.0804, -0.0900, 1.0956, -0.3042, -0.0517, -0.4773, -0.0447, -0.3223, 1.1464, -0.6605, -0.0770, -0.0854, -0.0853, -0.6562, -0.0819, -0.0917, -0.0886, -0.1749, -0.0106, -0.0908, -0.0907, -0.0114, -0.1797, -0.6913, -0.1102, -0.0776, -0.0956, 0.0901, 0.0646, -0.0028, 0.0912, 0.0708, 0.0682, 0.0915, 0.0721, 0.0764, 0.0946, 0.0680, 0.0874, 0.0816, 0.0628, 0.0774, 0.0984, 0.0779, 0.0975, 0.0370, 0.0801, 0.0719, 0.0873, 0.0718, 0.0958, 0.0803, 0.0610, 0.0407, 0.0883, 0.0801, 0.0904, 0.0736, 0.1063, 0.1014, 0.1017, 0.1048, 0.0803, 0.0295, 0.0910, 0.0788, 0.0922, 0.0611, 0.0364, 0.0706, 0.0878, -0.4655, 0.4898, -0.2467, -0.1268, -0.0784, -0.0807, -0.0814, -0.0784, -0.2378, -0.0762, -0.0701, -0.0747, -0.0874, -0.1202, -0.2131, -0.1028, -0.0715, -0.0780, -0.0726, -0.1092, 0.1163, 0.1088, 0.1099, 0.0787, 0.0942

Record 2
Molecular formula: C56H79CsGeN7S2Si5
Method: DFT, ωB97M-V/def2-TZVPD

CARTESIAN COORDINATES (ANGSTROEM)
Cs1 -0.608 2.295 0.435
N1 3.111 1.453 0.366
C1 2.565 2.719 0.259
S1 2.890 3.631 -1.141
N2 1.781 3.238 1.215
N3 1.300 2.411 2.155
C2 0.759 2.968 3.184
C3 0.862 4.430 3.473
C4 2.097 5.075 3.406
C5 2.199 6.432 3.668
C6 1.065 7.171 3.990
C7 -0.171 6.543 4.046
C8 -0.267 5.182 3.789
C9 -0.075 2.088 4.056
C10 -0.344 2.408 5.389
C11 -1.145 1.575 6.145
C12 -1.661 0.425 5.567
C13 -1.332 0.164 4.247
N4 -0.568 0.971 3.495
H1 3.953 1.363 -0.174
H2 3.091 1.001 1.269
H3 2.975 4.505 3.132
H4 3.165 6.919 3.605
H5 1.143 8.233 4.183
H6 -1.061 7.113 4.279
H7 -1.238 4.698 3.823
H8 0.092 3.298 5.823
H9 -1.357 1.816 7.180
H10 -2.298 -0.259 6.116
H11 -1.715 -0.724 3.755
C14 1.518 -2.011 -0.372
Si1 1.039 -2.337 -2.145
C15 0.911 -0.750 -3.173
N5 0.057 0.410 -2.851
C16 -1.402 0.163 -2.931
C17 -2.044 0.718 -4.213
C18 -1.085 0.573 -5.395
C19 0.187 1.409 -5.144
C20 0.441 1.591 -3.636
C21 -0.631 -3.195 -2.207
C22 -1.123 -3.629 -3.449
C23 -2.378 -4.212 -3.564
C24 -3.176 -4.375 -2.433
C25 -2.720 -3.939 -1.198
C26 -1.460 -3.351 -1.094
C27 2.216 -3.332 -3.267
C28 3.212 -2.661 -3.993
C29 4.002 -3.306 -4.935
C30 3.820 -4.660 -5.185
C31 2.837 -5.354 -4.488
C32 2.046 -4.694 -3.551
H12 0.552 -1.837 0.135
H13 1.990 -1.013 -0.370
H14 0.718 -1.154 -4.183
H15 1.932 -0.345 -3.200
H16 -1.895 0.611 -2.063
H17 -1.577 -0.909 -2.881
H18 -2.292 1.773 -4.085
H19 -2.986 0.197 -4.394
H20 -1.566 0.876 -6.326
H21 -0.824 -0.484 -5.512
H22 0.083 2.401 -5.592
H23 1.047 0.935 -5.628
H24 -0.126 2.439 -3.261
H25 1.488 1.818 -3.437
H26 -0.518 -3.504 -4.343
H27 -2.736 -4.534 -4.536
H28 -4.158 -4.824 -2.519
H29 -3.347 -4.031 -0.318
H30 -1.143 -2.985 -0.123
H31 3.384 -1.602 -3.827
H32 4.764 -2.751 -5.471
H33 4.433 -5.168 -5.920
H34 2.675 -6.408 -4.681
H35 1.274 -5.258 -3.043
S2 -3.961 -1.398 2.197
C33 -4.493 0.201 2.159
N6 -4.356 1.110 3.164
C34 -4.677 2.479 2.729
C35 -5.362 2.249 1.367
N7 -5.170 0.802 1.156
H36 -3.624 0.941 3.832
H37 -3.778 3.092 2.625
H38 -5.339 2.958 3.445
H39 -4.878 2.824 0.576
H40 -6.423 2.492 1.401
H41 -5.036 0.430 0.233
C36 -0.304 -5.080 1.833
Si2 1.415 -5.232 1.124
C37 1.270 -6.191 -0.458
C38 2.397 -6.310 2.296
Si3 2.504 -3.155 0.826
Si4 2.634 -2.319 3.028
C39 3.082 -0.539 3.343
C40 1.104 -2.610 4.042
C41 4.001 -3.300 3.870
Si5 4.776 -3.305 0.194
C42 5.579 -1.669 0.581
C43 5.094 -3.630 -1.606
C44 5.739 -4.663 1.056
H42 -0.870 -5.973 1.543
H43 -0.852 -4.206 1.465
H44 -0.294 -5.024 2.922
H45 0.964 -7.216 -0.214
H46 2.223 -6.231 -1.000
H47 0.513 -5.754 -1.119
H48 1.975 -7.323 2.311
H49 2.377 -5.918 3.320
H50 3.446 -6.383 1.987
H51 2.261 0.147 3.107
H52 3.977 -0.202 2.812
H53 3.282 -0.471 4.419
H54 0.347 -1.856 3.819
H55 1.378 -2.526 5.100
H56 0.656 -3.590 3.881
H57 4.978 -2.830 3.700
H58 4.069 -4.342 3.542
H59 3.806 -3.296 4.951
H60 5.246 -0.899 -0.128
H61 6.666 -1.771 0.488
H62 5.353 -1.315 1.592
H63 4.758 -2.805 -2.237
H64 4.599 -4.542 -1.968
H65 6.178 -3.743 -1.737
H66 5.944 -4.460 2.107
H67 6.697 -4.771 0.533
H68 5.218 -5.626 0.998
Ge1 -2.386 3.618 -1.825
C45 -4.256 3.499 -2.560
C46 -5.106 2.424 -2.288
C47 -6.339 2.281 -2.925
C48 -6.748 3.218 -3.866
C49 -5.915 4.293 -4.163
C50 -4.686 4.425 -3.520
C51 -2.536 5.318 -0.758
C52 -2.785 5.358 0.614
C53 -2.630 6.522 1.364
C54 -2.230 7.697 0.744
C55 -1.992 7.693 -0.627
C56 -2.130 6.517 -1.359
H69 -2.663 2.218 0.019
H70 -4.777 1.678 -1.567
H71 -6.979 1.435 -2.688
H72 -7.704 3.109 -4.369
H73 -6.222 5.027 -4.898
H74 -4.057 5.277 -3.772
H75 -3.113 4.443 1.091
H76 -2.820 6.509 2.432
H77 -2.091 8.603 1.323
H78 -1.674 8.602 -1.123
H79 -1.899 6.540 -2.423

Summary:
E_LUMO   1.8162 eV
E_tot   -187910.0153 eV
Charge   -1
Orbital gap   6.25 eV

Here are the Löwdin charges for atoms 1 to 99, given in e: 1.0120, 0.0735, -1.0375, 0.4694, -0.2474, -0.2158, -0.2879, -0.1755, -0.0238, -0.0742, -0.0922, -0.0912, -0.0481, -0.2359, -0.0196, -0.0669, -0.0763, -0.1879, 0.1047, 0.0540, 0.0382, 0.1150, 0.1007, 0.0958, 0.0966, 0.1116, 0.1146, 0.1047, 0.1072, 0.0508, -0.3937, 0.6612, -0.2310, -0.1761, -0.1856, -0.1833, -0.1913, -0.1698, -0.2171, -0.2565, -0.1083, -0.0844, -0.0887, -0.0741, -0.0985, -0.2320, -0.1343, -0.0905, -0.0941, -0.0861, -0.1082, 0.0229, 0.0188, 0.0818, 0.0823, 0.0615, 0.0949, 0.0652, 0.1103, 0.1003, 0.0932, 0.1051, 0.0977, 0.0401, 0.0917, 0.1051, 0.0986, 0.0976, 0.1000, 0.0734, 0.0984, 0.1035, 0.0974, 0.0994, 0.0765, 0.5382, -0.8972, 0.0271, -0.1316, -0.1483, 0.0187, 0.0851, 0.0903, 0.1083, 0.0657, 0.1119, 0.1079, -0.2025, 0.3740, -0.2161, -0.2161, 0.4885, 0.3805, -0.2043, -0.1924, -0.2217, 0.3777, -0.2084, -0.2101

Record 3
Molecular formula: C56H82N9O5P2SeTl
Method: DFT, ωB97M-V/def2-TZVPD

CARTESIAN COORDINATES (ANGSTROEM)
Tl1 -0.272 0.044 -0.133
C1 1.080 6.523 4.434
C2 -0.125 5.792 5.045
C3 0.282 5.154 6.382
C4 -1.210 6.834 5.338
C5 -0.591 4.714 4.076
C6 0.251 3.662 3.744
C7 -0.120 2.702 2.829
Se1 1.159 1.285 2.450
C8 0.538 -0.071 3.707
C9 1.044 0.024 4.981
C10 0.693 -0.883 5.975
C11 -0.175 -1.899 5.595
C12 -0.678 -2.060 4.318
C13 -0.350 -1.114 3.280
O1 -0.796 -1.188 2.107
C14 -1.646 -3.226 4.098
C15 -1.087 -4.518 4.725
C16 -2.982 -2.861 4.766
C17 -1.930 -3.530 2.627
C18 1.272 -0.735 7.374
C19 0.709 -1.762 8.360
C20 2.798 -0.912 7.316
C21 0.942 0.657 7.929
C22 -1.374 2.721 2.146
O2 -1.662 1.935 1.201
C23 -2.288 3.736 2.618
C24 -1.859 4.703 3.499
C25 -3.746 3.673 2.167
C26 -4.630 4.746 2.820
C27 -3.845 3.823 0.645
C28 -4.282 2.294 2.578
H1 1.509 7.232 5.145
H2 1.848 5.813 4.139
H3 0.764 7.066 3.545
H4 0.607 5.919 7.090
H5 -0.565 4.620 6.810
H6 1.091 4.443 6.244
H7 -0.832 7.574 6.046
H8 -1.502 7.350 4.426
H9 -2.090 6.362 5.773
H10 1.239 3.572 4.180
H11 1.721 0.842 5.193
H12 -0.492 -2.602 6.350
H13 -1.098 -4.484 5.811
H14 -1.683 -5.377 4.415
H15 -0.060 -4.673 4.403
H16 -2.842 -2.647 5.825
H17 -3.389 -1.975 4.284
H18 -3.705 -3.672 4.671
H19 -1.015 -3.792 2.101
H20 -2.630 -4.365 2.555
H21 -2.349 -2.668 2.123
H22 0.909 -2.778 8.030
H23 1.168 -1.627 9.341
H24 -0.366 -1.632 8.462
H25 3.044 -1.923 6.998
H26 3.239 -0.220 6.604
H27 3.245 -0.741 8.298
H28 -0.137 0.776 7.995
H29 1.372 0.791 8.924
H30 1.317 1.440 7.278
H31 -2.543 5.493 3.763
H32 -4.344 5.746 2.491
H33 -5.670 4.583 2.534
H34 -4.571 4.694 3.906
H35 -3.441 4.787 0.331
H36 -3.276 3.024 0.180
H37 -4.880 3.756 0.307
H38 -4.132 2.144 3.648
H39 -5.346 2.204 2.351
H40 -3.733 1.525 2.042
C29 -5.376 4.398 -4.024
C30 -4.631 3.191 -3.517
C31 -5.234 1.938 -3.459
C32 -4.566 0.840 -2.978
C33 -3.235 0.904 -2.484
N1 -2.575 -0.158 -2.022
C34 -3.195 -1.187 -1.430
C35 -4.350 -1.021 -0.621
C36 -4.974 -2.064 0.008
C37 -4.502 -3.374 -0.118
C38 -5.198 -4.526 0.555
C39 -3.346 -3.562 -0.853
C40 -2.698 -2.517 -1.498
N2 -1.541 -2.850 -2.230
C41 -1.390 -3.960 -2.985
C42 -0.086 -3.967 -3.437
C43 0.470 -2.799 -2.904
N3 -0.422 -2.151 -2.180
C44 -2.610 2.174 -2.631
C45 -3.305 3.272 -3.107
N4 -1.254 2.377 -2.274
C46 -0.801 3.211 -1.318
C47 0.576 3.188 -1.377
C48 0.858 2.299 -2.420
N5 -0.253 1.826 -2.957
H41 -6.449 4.202 -4.047
H42 -5.195 5.264 -3.387
H43 -5.069 4.670 -5.039
H44 -6.258 1.832 -3.801
H45 -5.069 -0.120 -2.969
H46 -4.712 -0.013 -0.482
H47 -5.842 -1.870 0.628
H48 -6.278 -4.380 0.550
H49 -4.978 -5.470 0.056
H50 -4.882 -4.620 1.595
H51 -2.917 -4.556 -0.921
H52 -2.201 -4.641 -3.164
H53 0.390 -4.717 -4.044
H54 1.466 -2.411 -2.993
H55 -2.793 4.227 -3.157
H56 -1.453 3.734 -0.653
H57 1.264 3.732 -0.759
H58 1.818 2.000 -2.797
C49 2.114 -4.314 2.072
N6 2.910 -3.862 0.941
C50 2.236 -4.162 -0.316
P1 3.214 -2.206 1.175
O3 2.100 -1.300 1.346
O4 4.106 -1.926 -0.182
P2 3.936 -0.458 -0.882
O5 2.595 0.005 -1.159
N7 4.819 0.532 0.131
C51 6.172 0.231 0.510
C52 4.326 1.837 0.496
N8 4.769 -0.797 -2.310
C53 4.496 0.094 -3.411
C54 6.028 -1.487 -2.383
N9 4.345 -2.123 2.394
C55 5.438 -3.053 2.488
C56 4.055 -1.358 3.585
H59 2.062 -5.404 2.056
H60 1.106 -3.893 2.042
H61 2.585 -3.988 2.998
H62 2.121 -5.248 -0.385
H63 2.840 -3.809 -1.149
H64 1.253 -3.687 -0.379
H65 6.359 -0.832 0.372
H66 6.322 0.473 1.565
H67 6.902 0.807 -0.079
H68 3.292 1.907 0.166
H69 4.927 2.632 0.036
H70 4.342 1.958 1.584
H71 3.508 0.518 -3.250
H72 4.487 -0.468 -4.349
H73 5.237 0.902 -3.492
H74 6.108 -2.169 -1.541
H75 6.889 -0.803 -2.390
H76 6.059 -2.077 -3.305
H77 5.533 -3.577 1.540
H78 5.284 -3.791 3.287
H79 6.365 -2.509 2.702
H80 3.165 -0.757 3.402
H81 4.897 -0.698 3.814
H82 3.864 -2.003 4.449

Summary:
E_LUMO   3.5796 eV
E_tot   -171675.3678 eV
Charge   -2
Orbital gap   4.81 eV

Here are the natural (NBO) charges for atoms 1 to 99, given in e: 0.7163, -0.5954, -0.0555, -0.5956, -0.6019, -0.1764, -0.1601, -0.3385, 0.2670, -0.3315, -0.1660, -0.1910, -0.1668, -0.0838, 0.4467, -0.8183, -0.0950, -0.5965, -0.5970, -0.5894, -0.0574, -0.6010, -0.5953, -0.5959, 0.4527, -0.8104, -0.1533, -0.1643, -0.0552, -0.6058, -0.6135, -0.6081, 0.1781, 0.2115, 0.2044, 0.1787, 0.2108, 0.2087, 0.1886, 0.2054, 0.2079, 0.1870, 0.1894, 0.1744, 0.1896, 0.1905, 0.2022, 0.1927, 0.2230, 0.1817, 0.1976, 0.1683, 0.2615, 0.2036, 0.1896, 0.2083, 0.2000, 0.2095, 0.1814, 0.2110, 0.1793, 0.2132, 0.1826, 0.1938, 0.1953, 0.1994, 0.1868, 0.2540, 0.1882, 0.1978, 0.1781, 0.2553, -0.6083, -0.1303, -0.1929, -0.2845, 0.1903, -0.6309, 0.1655, -0.2036, -0.2113, -0.0970, -0.6146, -0.2193, 0.1141, -0.1580, -0.0632, -0.3620, -0.0758, -0.2183, 0.1415, -0.1993, -0.1922, -0.0050, -0.3719, -0.0521, -0.2542, 0.1973, 0.2026